# 1
Entry from the Open Molecules 2025 dataset: 12 unconnected molecules or ions with the total composition C28H36F8N4O32 at a distorted geometry (the ωB97M-V functional and the def2-TZVPD basis).

Structure (ORCA input):
```
! RIJCOSX wB97M-V def2-TZVPD def2/J DEFGRID3
* xyz 0 1
F -7.6298 -1.4133 3.0937
C 1.4194 -2.3211 -5.8569
O 2.9708 -4.1461 3.7510
O 4.0230 2.2416 -3.3007
H 3.1796 0.5317 -4.0543
C 3.0308 1.6119 -4.0400
O -2.9908 -0.6207 -4.5762
H 1.7853 -1.9503 2.5217
C -3.7215 0.1680 -2.5392
O -6.1731 0.3049 3.3636
C 1.7818 2.0017 -3.3185
F 1.4461 -2.9974 0.8655
F 6.7486 1.5919 0.0756
O 1.9382 3.6541 3.8463
H -5.6580 -3.3521 1.0264
O 1.2015 -1.1324 -5.1382
C 5.1872 -2.8708 -1.0585
C -2.2317 -1.1346 4.6483
O -4.0961 0.3115 2.3906
O -1.9231 4.8031 -1.3329
O 0.9558 -3.8601 2.8863
O 4.0256 -2.1087 -0.7903
O -5.9818 0.1578 1.1976
H 5.8875 0.7895 2.1813
C -0.3865 0.1190 -0.3194
O -2.5639 -1.0220 6.9429
C 3.6384 -1.4486 -1.8777
O -4.9267 0.3232 -4.5147
H 4.0776 -3.2168 2.2276
O 2.3554 0.8845 0.3441
F 2.9963 1.9351 -5.3821
C -7.4374 -0.0836 2.9111
N -1.9796 -1.5987 6.0399
H -8.0098 -0.2454 0.8034
F -0.5295 4.2243 -3.8354
C -2.4201 4.6975 -2.6453
O 4.0887 4.1592 -2.0500
H 4.8770 -3.8449 -1.4389
O 0.1011 -2.6682 -4.0025
H -3.9270 -3.7485 0.5816
C 3.1338 -3.7195 2.4057
H -2.2781 5.6347 -3.1814
N -3.8967 -0.0593 -4.0086
H -0.0814 1.1495 -0.1565
O 1.2026 -4.9618 4.8421
O -1.2421 2.8501 -2.0837
O -0.1394 4.3988 3.8453
C 5.5191 2.0428 0.4486
H -4.4008 -0.5162 -2.0384
C 3.4946 3.3385 -2.6561
O 2.1481 3.2865 -2.8274
O -2.0685 -0.9334 0.8572
H -7.6301 1.3868 1.2926
H 0.4120 -4.2222 -5.3749
C 3.4682 1.1810 0.6273
F 0.6072 -2.3278 -6.9541
H -1.0552 -0.0615 -1.1449
H 1.7433 -3.8017 -4.2674
H 6.4136 -2.4823 -2.8952
H 2.4697 -2.4618 -6.0989
O -0.2101 -0.5405 -3.4515
H -2.1940 3.0311 -3.9908
C 1.8345 -2.9804 2.1606
H 1.5946 1.4091 -2.4196
H 0.4797 -0.5352 -0.3622
H -8.2505 0.4110 3.4416
C 5.8182 -1.9883 -2.1225
H 6.5944 -1.3123 -1.7496
H -2.6674 0.0203 -2.3457
C -1.1781 3.7441 -1.0433
H 5.4828 3.1190 0.2840
C 0.9224 -3.4040 -4.8750
O -4.8818 -2.9669 3.4977
O 2.5826 -0.9518 -2.0940
C 1.1304 4.7102 4.1219
C 1.1937 2.6761 3.1482
H -4.2495 -2.1325 1.1994
F -0.7265 2.4107 4.5830
H -3.2713 -0.8237 4.6530
H 5.5016 2.4414 2.5955
C 5.2670 1.6422 1.8922
C -4.6053 -3.1608 1.1922
H -2.1151 -2.0323 4.0462
H 0.8743 1.8871 -3.9049
O 3.9027 1.3033 1.8967
O 4.4814 1.3471 -0.2478
H -4.0387 1.1763 -2.2853
C 1.6345 -4.3885 3.9045
N -1.1178 -0.1685 0.9465
C -5.2764 0.2255 2.3590
H 1.3919 2.6814 2.0770
O -0.7545 3.5245 0.0466
H -1.5954 -0.3355 4.2856
C -1.5759 3.5538 -3.2666
H 3.0204 -4.5315 1.6745
O 1.5066 5.7367 4.5709
N -4.3111 -3.5814 2.6100
C -0.2708 3.0321 3.4510
C 0.3297 -1.3722 -4.1111
O 4.7056 -1.3150 -2.7192
F 5.9127 -2.9002 0.0751
H 1.3794 1.6601 3.4921
H -0.9923 2.9483 2.6450
O -3.4045 -4.3529 2.8167
O -0.7366 0.2765 2.0078
H -3.5008 4.5299 -2.6088
C -7.3631 0.3413 1.4539
O -1.2034 -2.5116 6.2117
*
```

## Properties
F_max = 0.06864 Eh/bohr
E_LUMO = -0.37 eV
SMILES string = O=C1OC[C@@H](F)O1.O=C1OC[C@@H](F)O1.O=C1OC[C@@H](F)O1.O=C1OC[C@@H](F)O1.O=C1OC[C@@H](F)O1.O=C1OC[C@@H](F)O1.O=C1OC[C@@H](F)O1.O=C1OC[C@@H](F)O1.C[N+](=O)[O-].C[N+](=O)[O-].C[N+](=O)[O-].C[N+](=O)[O-]
HOMO-LUMO gap = 9.598 eV
electronic energy = -4513.9060 hartree
E_HOMO = -9.97 eV

Löwdin atomic charge list, values in e, 4 entries: atom 1 (F): 0.077, atom 2 (C): -0.282, atom 3 (O): 0.074, atom 4 (O): 0.134

=====

# 2
Entry from the Open Molecules 2025 dataset: a single C9H21BrOSi molecule at a distorted geometry (the ωB97M-V functional and the def2-TZVPD basis).

Structure (ORCA input):
```
! RIJCOSX wB97M-V def2-TZVPD def2/J DEFGRID3
* xyz 0 1
H 1.0842 -3.0282 1.7615
H 1.5160 0.3365 -2.0106
H -2.4272 -0.7939 -0.5974
C 1.4012 -0.8167 2.8872
H 1.6836 -1.7249 3.3644
C 2.7015 -1.1502 0.8649
H 3.1157 -0.1602 0.5292
H 0.5002 -0.6768 3.4486
H 0.9033 -2.6496 0.1141
C -2.5314 0.2412 -0.2852
C 0.5829 -2.4286 1.0901
C 1.0457 1.0805 -1.3896
H -2.5342 0.3203 0.8466
H 2.7227 -1.7786 0.0518
Br -1.4425 2.9205 0.0351
C -0.0136 0.4272 -0.5471
C 1.1783 -1.0575 1.4448
H -0.6879 -0.0083 1.3788
C -1.3781 1.0805 -0.8008
H 1.8634 1.5919 -0.8635
H -1.9344 3.2634 -3.7827
O -1.4925 1.1507 -2.2848
H 0.7285 1.0981 1.5502
Si -2.4155 1.9575 -3.3344
H 3.4262 -1.5994 1.5318
H -3.4570 0.5436 -0.6829
H -2.5829 0.8510 -4.2483
C 0.2917 0.2035 1.0077
H -3.7101 2.1321 -2.5511
H 2.1310 -0.0793 3.0395
H -0.2878 -0.6654 -0.8059
H 0.5106 1.8389 -2.0301
H -0.4915 -2.4197 1.2681
*
```

## Properties
F_max = 0.06918 Eh/bohr
E_LUMO = 0.62 eV
SMILES string = C[C@@H](CC(C)(C)C)[C@@](C)(Br)O[SiH3]
HOMO-LUMO gap = 10.773 eV
electronic energy = -3294.2201 hartree
E_HOMO = -10.15 eV

natural (NBO) atomic charge list, values in e, 4 entries: atom 1 (H): 0.209, atom 2 (H): 0.220, atom 3 (H): 0.224, atom 4 (C): -0.613

=====

# 3
Entry from the Open Molecules 2025 dataset: a gas-phase ion, C18H19N6O4 (charge -1) at a distorted geometry (the ωB97M-V functional and the def2-TZVPD basis).

Structure (ORCA input):
```
! RIJCOSX wB97M-V def2-TZVPD def2/J DEFGRID3
* xyz -1 1
C -1.5369 -2.8842 -0.2982
C 2.5081 0.1509 -0.8701
N -2.2790 -0.0775 2.3429
H -2.8163 -2.1300 -1.8491
H 3.5290 2.0566 -0.8240
C 4.9039 0.4249 -1.1782
C -1.2424 2.1123 2.5892
C -3.9307 0.2872 -2.4360
H -4.2448 -0.8481 -0.6299
H 0.2158 -1.0869 -0.1128
C 5.0240 -0.9550 -1.4014
H -4.9404 0.7041 -2.4603
H 0.1980 -0.8701 2.0399
N 2.4094 2.6967 2.4312
O -3.4213 0.3884 2.5607
H 6.0041 -1.3849 -1.6158
H -2.2218 2.5112 2.8483
C 1.2116 0.8402 -0.4887
O 1.1500 2.0556 -0.5837
C 3.8875 -1.7725 -1.3828
H 1.7290 -1.8408 -1.1191
C 3.6465 0.9783 -0.9438
O -2.0616 -1.3133 2.2699
N -2.2190 -0.5084 -0.7545
H -3.9048 -0.6110 -3.0598
N 1.1624 0.9282 2.0886
H -3.2314 1.0341 -2.8207
N 3.1731 1.6446 2.0745
C 0.0718 -0.0193 0.0995
C -1.2568 0.4614 -0.5311
C -3.6023 -0.0361 -0.9944
H -0.5128 -2.7706 0.0733
H -0.0734 3.9503 2.8651
O -1.4870 1.6477 -0.7524
H 5.7762 1.0794 -1.1802
H -3.7527 0.8416 -0.3539
C 2.6282 -1.2229 -1.1286
C -1.9014 -1.8263 -1.3253
C 1.1307 2.2529 2.4150
C -1.1763 0.7881 2.1768
N 2.4455 0.5819 1.8260
H -2.2156 -2.8451 0.5598
H 3.9741 -2.8454 -1.5706
C 0.0460 0.1192 1.5977
H -1.6018 -3.8729 -0.7670
C -0.1014 2.8935 2.6421
H -1.0926 -1.7078 -2.0684
*
```

## Properties
F_max = 0.05137 Eh/bohr
E_LUMO = 2.84 eV
HOMO-LUMO gap = 6.641 eV
electronic energy = -1326.7432 hartree
E_HOMO = -3.80 eV

natural (NBO) atomic charge list, values in e, 4 entries: atom 1 (C): -0.620, atom 2 (C): -0.042, atom 3 (N): 0.495, atom 4 (H): 0.201

=====

# 4
Entry from the Open Molecules 2025 dataset: 2 unconnected molecules or ions with the total composition C8H17FN2O4P (the ωB97M-V functional and the def2-TZVPD basis).

Structure (ORCA input):
```
! RIJCOSX wB97M-V def2-TZVPD def2/J DEFGRID3
* xyz -1 1
H -3.1002 -1.0887 0.7352
H 4.7201 -1.0195 0.6183
O -0.4787 -1.0592 1.8037
C 4.7497 0.0466 0.9899
H -1.9926 2.1517 0.2304
C -2.9400 1.5966 -1.6206
C -0.7119 0.1940 1.2768
O -0.4362 1.1777 1.8785
H 2.9253 -0.2082 2.1522
H -3.0088 0.6893 -2.2445
H 5.8331 0.1829 1.2696
N 1.1269 -0.7862 -0.9064
H -2.3673 -1.8840 -0.6838
H -1.1776 2.5069 -2.1367
P -0.2116 0.0799 -1.5063
F -0.4068 -2.8817 0.4220
O 4.2760 0.9675 0.1314
C -2.1646 -1.2629 0.1906
H 1.3910 -1.4627 -1.6196
C 3.9804 0.0162 2.3327
H 1.9433 -0.1615 -0.8236
O -0.8842 -1.0949 -2.4499
C -1.2350 -2.0234 1.1320
C -1.4405 0.0652 -0.0520
N -2.1709 2.6803 -2.2398
H -3.9698 1.9594 -1.5044
H -0.8214 -1.9647 -2.0233
C -2.4256 1.2506 -0.2138
H -1.7575 -2.6534 1.8594
H -2.3658 2.7420 -3.2318
H -3.3061 0.9948 0.3901
H 4.0470 0.9930 2.8193
H 4.3804 -0.7436 3.0243
*
```

## Properties
F_max = 0.01403 Eh/bohr
E_LUMO = 2.52 eV
HOMO-LUMO gap = 4.899 eV
electronic energy = -1166.7499 hartree
E_HOMO = -2.38 eV

natural (NBO) atomic charge list, values in e, 4 entries: atom 1 (H): 0.216, atom 2 (H): 0.050, atom 3 (O): -0.489, atom 4 (C): -0.004